Record 1
Here is 5 unconnected molecules or ions with the total composition C29H69N5O8Si at a distorted geometry from the Open Molecules 2025 dataset. Energies are from ωB97M-V with the def2-TZVPD basis set.

Geometry as ORCA input:
```
! RIJCOSX wB97M-V def2-TZVPD def2/J DEFGRID3
* xyz 0 1
H -8.2643 -4.9729 -0.4203
N -7.5485 -4.8450 -1.1595
C -7.2814 -3.5799 -1.2184
C -6.2457 -2.9206 -2.2038
Si -4.7578 -4.1016 -2.6098
C -3.1710 -3.0467 -2.2818
C -2.1476 -3.9318 -1.4582
C -1.1702 -4.4101 -0.8897
H -7.8284 -2.8887 -0.4915
H -5.8464 -1.9883 -1.6751
H -6.7649 -2.5781 -3.1487
H -4.7909 -5.3340 -1.8077
H -4.7972 -4.4000 -4.0589
H -2.6632 -2.7155 -3.2464
H -3.4748 -2.1659 -1.6320
H -0.1619 -4.5640 -0.3742
C -7.2764 0.3339 1.0468
O -7.3014 -1.0598 1.3101
C -6.0040 -1.6425 1.4277
C -5.7159 -2.0440 2.8717
N -5.5242 -0.8698 3.7212
C -5.5191 -1.1666 5.1554
C -6.7901 -1.7733 5.7660
O -7.9045 -0.8906 5.7883
C -8.6387 -0.8284 4.5766
H -8.2870 0.6439 0.7758
H -6.9754 0.8967 1.9336
H -6.6085 0.5676 0.2123
H -5.2199 -0.9915 1.0263
H -6.0175 -2.5510 0.8178
H -4.8117 -2.6595 2.9006
H -6.5576 -2.6539 3.2172
H -6.2666 -0.2046 3.5398
H -5.3224 -0.2199 5.6675
H -4.6702 -1.8235 5.3742
H -6.5677 -1.9905 6.8154
H -7.0620 -2.7338 5.3144
H -8.6496 -1.7847 4.0466
H -8.2460 -0.0342 3.9344
H -9.6685 -0.5624 4.8226
C 6.4440 -4.6790 -0.3986
O 6.3482 -4.2414 0.9476
C 6.2876 -2.8233 1.0827
C 4.8979 -2.3772 1.5314
N 3.9143 -2.5556 0.4650
C 2.5258 -2.4117 0.9068
C 2.0032 -3.3956 1.9629
O 1.8874 -4.7364 1.5032
C 3.0925 -5.4850 1.5470
H 6.6865 -5.7429 -0.3904
H 5.4937 -4.5517 -0.9229
H 7.2380 -4.1484 -0.9320
H 6.6011 -2.3078 0.1685
H 7.0014 -2.5569 1.8686
H 4.9325 -1.3201 1.8152
H 4.6356 -2.9622 2.4194
H 4.0235 -3.4799 0.0638
H 1.9027 -2.5205 0.0128
H 2.3778 -1.3881 1.2695
H 0.9846 -3.0831 2.2140
H 2.5675 -3.3520 2.9007
H 3.7313 -5.1972 2.3861
H 3.6319 -5.3928 0.5998
H 2.8282 -6.5376 1.6638
C 7.0651 3.8719 -2.8691
O 7.1603 3.2143 -1.6161
C 6.1268 3.5768 -0.7024
C 5.1537 2.4186 -0.4923
N 4.3419 2.1829 -1.6853
C 3.5906 0.9249 -1.6541
C 4.3870 -0.3845 -1.5706
O 5.1469 -0.6785 -2.7382
C 6.4074 -0.0329 -2.8058
H 7.9923 3.6915 -3.4155
H 6.2387 3.4720 -3.4622
H 6.9443 4.9516 -2.7417
H 5.6064 4.4902 -1.0090
H 6.6184 3.7866 0.2527
H 4.4945 2.6504 0.3504
H 5.7464 1.5350 -0.2317
H 4.9446 2.1700 -2.4999
H 2.9966 0.8956 -2.5733
H 2.8787 0.9626 -0.8215
H 3.6614 -1.1938 -1.4826
H 5.0103 -0.4464 -0.6734
H 6.8614 0.0988 -1.8195
H 6.3157 0.9281 -3.3211
H 7.0716 -0.6571 -3.4070
C -2.2748 6.8090 -1.3459
O -1.6895 5.9136 -0.4152
C -1.7638 4.5461 -0.8146
C -0.3846 4.0125 -1.1938
N 0.0855 4.5985 -2.4475
C 1.5017 4.3476 -2.7277
C 2.5361 4.8944 -1.7355
O 2.6253 6.3160 -1.7109
C 1.6564 6.9596 -0.8999
H -2.3511 7.7878 -0.8695
H -1.6516 6.9135 -2.2374
H -3.2802 6.4843 -1.6297
H -2.4912 4.3896 -1.6181
H -2.1170 3.9883 0.0586
H -0.4369 2.9248 -1.3035
H 0.2951 4.2417 -0.3658
H -0.0575 5.6011 -2.4189
H 1.7084 4.7948 -3.7049
H 1.6513 3.2683 -2.8386
H 3.5143 4.5451 -2.0715
H 2.4085 4.4931 -0.7237
H 1.3888 6.3666 -0.0210
H 0.7667 7.2013 -1.4893
H 2.0810 7.9054 -0.5575
*
```

Calculated values
- LUMO level (hartree) = 0.012

---

Record 2
Here is a molecular structure, C29H70F3Na3O17S at a distorted geometry from the Open Molecules 2025 dataset. Energies are from ωB97M-V with the def2-TZVPD basis set.

Geometry as ORCA input:
```
! RIJCOSX wB97M-V def2-TZVPD def2/J DEFGRID3
* xyz 1 2
Na 2.6400 -6.4079 -0.5063
Na -1.9774 -4.0799 -1.9007
Na 1.9145 -3.4575 -4.9292
C 1.9223 -1.2458 -0.5727
F 2.9644 -0.8541 -1.3589
F 2.3245 -1.5282 0.6853
F 0.9441 -0.2647 -0.4675
S 1.2688 -2.9331 -1.3312
O 1.3163 -2.8378 -2.7967
O 2.1673 -3.9782 -0.8384
O -0.0785 -3.0616 -0.7272
C -3.7733 3.2389 -5.7271
O -2.3525 3.1165 -5.8008
C -1.7131 2.1247 -4.9690
C -0.1791 2.2182 -5.1566
O 0.4370 1.0826 -4.4850
C 1.8498 1.0631 -4.4007
H -4.2260 2.2502 -5.8016
H -4.1905 3.9103 -6.4776
H -4.0633 3.6136 -4.7455
H -2.0336 1.1323 -5.2860
H -1.8904 2.2570 -3.9017
H 0.1905 3.1272 -4.6819
H 0.0820 2.2134 -6.2149
H 2.1632 0.1500 -3.8946
H 2.3743 1.9313 -4.0017
H 2.1778 0.8704 -5.4221
C -1.6657 1.8554 0.9935
O -1.9262 2.7611 -0.0074
C -0.8510 2.8414 -0.9643
C -1.0380 4.0361 -1.9504
O -0.7383 5.2356 -1.3094
C -1.3266 6.4433 -1.7299
H -0.6591 1.8949 1.4095
H -1.8924 0.9010 0.5183
H -2.4490 1.9312 1.7477
H -0.8320 1.8973 -1.5087
H 0.0889 2.8141 -0.4128
H -2.0273 3.9947 -2.4063
H -0.3631 3.7936 -2.7711
H -1.1828 6.5472 -2.8054
H -0.7689 7.3261 -1.4174
H -2.3572 6.5390 -1.3881
C -4.8214 -6.2880 -2.4411
O -4.3193 -5.1771 -1.6938
C -5.1692 -4.8348 -0.6400
C -4.3372 -4.6236 0.6563
O -3.2988 -3.7427 0.3298
C -2.8120 -3.0251 1.4621
H -4.7473 -7.2091 -1.8631
H -4.2551 -6.3651 -3.3692
H -5.8858 -6.2117 -2.6631
H -5.8621 -5.6407 -0.3978
H -5.7579 -3.9338 -0.8126
H -3.8836 -5.5574 0.9885
H -4.9908 -4.2219 1.4306
H -2.0028 -2.3813 1.1176
H -2.3411 -3.6697 2.2044
H -3.4653 -2.2715 1.9019
C 4.6760 -1.5546 3.1304
O 5.9328 -1.1586 3.7763
C 6.6605 -2.3307 4.1439
C 6.1648 -2.9572 5.5090
O 5.3933 -4.1649 5.2444
C 5.3789 -5.0979 6.4041
H 3.8999 -2.0103 3.7453
H 4.6539 -2.0845 2.1781
H 4.3643 -0.5592 2.8139
H 7.7202 -2.1200 4.2879
H 6.6542 -3.0943 3.3661
H 5.5705 -2.2056 6.0285
H 6.9444 -3.2251 6.2221
H 4.9334 -6.0216 6.0348
H 4.8290 -4.6694 7.2420
H 6.4015 -5.2762 6.7368
C -6.1789 1.5384 -2.3003
O -5.3456 0.4600 -2.5916
C -4.2744 0.2398 -1.6450
C -3.7763 -1.2309 -1.5433
O -3.0775 -1.7246 -2.7021
C -1.9738 -1.0188 -3.1906
H -6.9504 1.6036 -3.0675
H -5.4785 2.3564 -2.4690
H -6.6689 1.4352 -1.3321
H -4.5831 0.5240 -0.6390
H -3.4139 0.8854 -1.8203
H -4.5722 -1.9285 -1.2825
H -3.0754 -1.1739 -0.7105
H -1.0060 -1.1869 -2.7180
H -2.0621 0.0578 -3.0447
H -1.8181 -1.3449 -4.2190
C 1.9897 6.7315 0.7360
O 3.0832 5.9811 0.1674
C 2.6809 5.1327 -0.8976
C 3.9552 4.3631 -1.4362
O 4.6605 3.4675 -0.4484
C 4.1373 2.1366 -0.6039
H 1.1400 6.0501 0.7778
H 1.6484 7.4545 -0.0048
H 2.2554 7.0999 1.7269
H 2.3422 5.7290 -1.7449
H 1.8918 4.4160 -0.6700
H 4.7539 5.1029 -1.3832
H 3.9125 4.0351 -2.4748
H 3.0714 2.0516 -0.8150
H 4.4474 1.4487 0.1827
H 4.5358 1.6747 -1.5072
C 2.3834 -1.3943 6.6423
O 1.3483 -1.5641 5.6677
C 0.1737 -0.8115 5.9482
C -0.8041 -0.6883 4.7955
O -0.4602 0.0219 3.5894
C 0.6599 -0.4305 2.8073
H 3.0569 -2.2343 6.4726
H 1.9758 -1.3382 7.6517
H 2.7910 -0.4239 6.3590
H 0.4223 0.2119 6.2293
H -0.2648 -1.2550 6.8422
H -1.6764 -0.0913 5.0614
H -1.3061 -1.6254 4.5548
H 0.7546 -1.4943 2.5893
H 1.6508 -0.1956 3.1960
H 0.5464 0.1662 1.9022
*
```

Calculated values
- energy above the lowest of the compared OMol25 structures with the same formula, charge and spin (kcal/mol) = 15.8
- LUMO level (alpha / beta) (hartree) = -0.126 / -0.095

---

Record 3
Here is 5 unconnected molecules or ions with the total composition C29H70IN5O12PS2 at a distorted geometry from the Open Molecules 2025 dataset. Energies are from ωB97M-V with the def2-TZVPD basis set.

Geometry as ORCA input:
```
! RIJCOSX wB97M-V def2-TZVPD def2/J DEFGRID3
* xyz 1 1
O 0.2844 -2.3099 -3.0406
C 1.1596 -2.5892 -4.1146
C 2.5294 -2.0245 -3.7567
O 2.4675 -0.6237 -3.9773
C 3.7225 -0.0769 -4.1785
O 3.5482 1.3271 -4.0080
C 4.1771 2.1165 -4.9408
S 2.9665 2.8355 -6.1627
N 3.4804 2.3126 -7.7409
C 3.3989 1.0661 -7.8174
S 3.2755 -0.4497 -8.1568
P 1.0101 1.8451 -5.7476
O -0.0367 2.5678 -6.7781
I 0.4293 2.7796 -3.5812
H -0.6074 -2.5685 -3.2797
H 0.8160 -2.0073 -4.9842
H 1.2053 -3.6427 -4.4018
H 3.3357 -2.5349 -4.2914
H 2.6637 -2.2615 -2.6883
H 4.4289 -0.4416 -3.4192
H 4.1286 -0.3291 -5.1706
H 4.6200 2.9739 -4.4304
H 4.9664 1.6342 -5.5236
H -0.1969 1.9633 -7.5162
C -2.7813 0.7800 -4.7772
O -3.1710 2.1142 -4.5225
C -3.5103 2.8441 -5.7009
C -4.9876 3.1782 -5.7198
N -5.7892 1.9773 -5.9224
C -7.2259 2.1754 -5.7325
C -7.7122 2.5311 -4.3300
O -7.5387 1.4934 -3.3816
C -6.2811 1.4683 -2.7338
H -2.4358 0.3471 -3.8386
H -3.6182 0.1790 -5.1455
H -1.9603 0.7417 -5.5038
H -3.2201 2.3006 -6.6050
H -2.9408 3.7780 -5.6736
H -5.1850 3.8810 -6.5337
H -5.2269 3.6762 -4.7711
H -5.4785 1.2649 -5.2753
H -7.7148 1.2431 -6.0245
H -7.5697 2.9430 -6.4320
H -8.7905 2.6960 -4.3953
H -7.2806 3.4687 -3.9606
H -5.8544 2.4679 -2.6177
H -5.5786 0.8227 -3.2702
H -6.4247 1.0361 -1.7425
C 7.3201 0.7704 2.0238
O 6.2909 0.0466 2.6717
C 5.1535 0.8347 3.0091
C 3.9463 0.3925 2.2074
N 4.0955 0.7428 0.7976
C 3.0810 0.1450 -0.0655
C 3.0690 -1.3752 -0.2050
O 4.2133 -1.8988 -0.8747
C 5.3207 -2.1553 -0.0216
H 8.1745 0.1042 1.9166
H 7.0110 1.1027 1.0260
H 7.6251 1.6371 2.6163
H 5.3480 1.9021 2.8745
H 4.9490 0.6640 4.0691
H 3.0515 0.8795 2.6044
H 3.8361 -0.6909 2.3452
H 5.0072 0.4391 0.4819
H 3.2269 0.5671 -1.0656
H 2.0941 0.4734 0.2736
H 2.2108 -1.6317 -0.8323
H 2.9069 -1.8845 0.7503
H 5.0052 -2.4436 0.9826
H 5.9870 -1.2909 0.0351
H 5.8907 -2.9778 -0.4551
C -8.4486 2.8090 1.3036
O -7.2052 3.2906 1.7828
C -7.2127 3.6319 3.1662
C -6.3185 2.6939 3.9521
N -6.8923 1.3545 4.0125
C -5.9899 0.3392 4.5506
C -4.7367 0.0121 3.7426
O -5.0039 -0.6054 2.4953
C -5.2462 0.2895 1.4267
H -8.3622 2.6877 0.2245
H -8.6998 1.8378 1.7425
H -9.2527 3.5200 1.5122
H -8.2276 3.6379 3.5719
H -6.8127 4.6467 3.2486
H -6.1993 3.0772 4.9692
H -5.3328 2.6951 3.4671
H -7.1659 1.0760 3.0797
H -6.5704 -0.5814 4.6479
H -5.6925 0.6317 5.5621
H -4.1593 -0.7163 4.3183
H -4.0855 0.8839 3.6097
H -4.6910 1.2244 1.5382
H -6.3143 0.5018 1.3287
H -4.9251 -0.1952 0.5028
C 5.0600 -3.1898 8.5311
O 5.8448 -2.9350 7.3797
C 6.3789 -4.1079 6.7758
C 5.7661 -4.3291 5.4077
N 4.3617 -4.7100 5.5195
C 3.6443 -4.7198 4.2488
C 3.4631 -3.3850 3.5307
O 2.6222 -2.4692 4.2093
C 3.2743 -1.6561 5.1706
H 4.8000 -2.2287 8.9717
H 4.1342 -3.7176 8.2783
H 5.6198 -3.7721 9.2680
H 6.2417 -4.9850 7.4137
H 7.4539 -3.9465 6.6545
H 6.3119 -5.1252 4.8935
H 5.8934 -3.4001 4.8353
H 3.8984 -4.0640 6.1448
H 2.6494 -5.1260 4.4474
H 4.1408 -5.4207 3.5705
H 2.9641 -3.5960 2.5789
H 4.4223 -2.9139 3.2795
H 4.3114 -1.4479 4.8950
H 3.2421 -2.1109 6.1635
H 2.7351 -0.7090 5.2284
*
```

Calculated values
- LUMO level (hartree) = -0.171

---

Record 4
Here is 6 unconnected molecules or ions with the total composition C29H71N7O10 from the Open Molecules 2025 dataset. Energies are from ωB97M-V with the def2-TZVPD basis set.

Geometry as ORCA input:
```
! RIJCOSX wB97M-V def2-TZVPD def2/J DEFGRID3
* xyz 0 1
C -0.0978 -3.1297 7.1429
C -0.2848 -3.3046 5.6402
N 0.1191 -4.6145 5.1023
C 1.5442 -4.9176 5.2552
C 2.4314 -3.9954 4.4112
N 1.8609 -3.7531 3.0744
C 2.7407 -2.8742 2.2762
C 2.4562 -1.4581 2.7182
O 2.9483 -0.9273 3.6752
O 1.5506 -0.8266 1.9115
C 1.7142 -5.0105 2.3922
O 2.6228 -5.7028 2.0281
O 0.4321 -5.3361 2.2021
C -0.7075 -5.6962 5.4873
C -2.1384 -5.6521 5.0004
O -0.2771 -6.6514 6.1029
H -0.2685 -2.0793 7.3950
H 0.9064 -3.3768 7.4873
H -0.8162 -3.7255 7.7090
H 0.2263 -2.5194 5.0763
H -1.3459 -3.1746 5.4174
H 1.8885 -4.8362 6.2895
H 1.6963 -5.9570 4.9589
H 2.5303 -3.0260 4.8996
H 3.4096 -4.4829 4.3234
H 3.7954 -3.1271 2.4164
H 2.4735 -2.9781 1.2246
H 0.9036 -0.3994 2.4940
H -0.0934 -4.8422 2.8556
H -2.6810 -6.5008 5.4098
H -2.1496 -5.7303 3.9083
H -2.6398 -4.7163 5.2490
C -0.1138 1.8459 -3.0170
O 0.0873 1.0489 -1.8635
C 1.3017 0.3212 -1.8375
C 2.5172 1.1183 -1.3474
C 3.0604 2.0963 -2.3821
N 2.2550 1.8313 -0.0940
H 0.3049 1.3698 -3.9091
H 0.3160 2.8424 -2.8944
H -1.1882 1.9647 -3.1521
H 1.1313 -0.5018 -1.1379
H 1.5000 -0.1180 -2.8241
H 3.3025 0.3825 -1.1458
H 2.4421 2.9910 -2.4612
H 4.0616 2.4231 -2.0995
H 3.1201 1.6265 -3.3664
H 1.9957 1.1537 0.6169
H 1.4166 2.3898 -0.2312
C 4.4980 2.0452 -8.4773
O 3.9100 0.7629 -8.3722
C 4.6773 -0.2055 -7.6857
C 4.5441 -0.1629 -6.1584
C 5.3049 0.9820 -5.4996
N 3.1448 -0.1138 -5.7198
H 5.5843 1.9765 -8.5890
H 4.2647 2.6730 -7.6138
H 4.0842 2.5210 -9.3656
H 4.3015 -1.1713 -8.0335
H 5.7309 -0.1375 -7.9878
H 4.9708 -1.0993 -5.7862
H 4.7893 1.9345 -5.6252
H 5.3877 0.8009 -4.4281
H 6.3133 1.0822 -5.9053
H 2.6556 -0.9390 -6.0535
H 2.6968 0.6617 -6.2012
C -1.3143 -9.7214 5.0813
O -1.8288 -11.0365 4.9745
C -0.9725 -12.0601 5.4386
C -1.0152 -12.2939 6.9546
C -0.2714 -11.2362 7.7633
N -2.3831 -12.4114 7.4660
H -0.2338 -9.6999 4.9138
H -1.5332 -9.2734 6.0523
H -1.7976 -9.1182 4.3123
H -1.3167 -12.9721 4.9434
H 0.0563 -11.8742 5.1017
H -0.5176 -13.2528 7.1308
H -0.8378 -10.3076 7.8314
H -0.1088 -11.5912 8.7806
H 0.7012 -11.0107 7.3219
H -2.8479 -13.1938 7.0153
H -2.9015 -11.5931 7.1585
C -2.4375 4.1330 -1.2875
O -2.1736 4.4879 -2.6343
C -3.2841 4.4105 -3.5063
C -4.2097 5.6336 -3.4809
C -5.1193 5.6995 -2.2584
N -3.4706 6.8942 -3.5917
H -3.1856 3.3380 -1.2195
H -2.7714 5.0020 -0.7158
H -1.5050 3.7728 -0.8532
H -2.8566 4.3307 -4.5097
H -3.8493 3.4874 -3.3193
H -4.8517 5.5519 -4.3632
H -4.5771 6.0202 -1.3689
H -5.9183 6.4210 -2.4264
H -5.5758 4.7299 -2.0510
H -2.9528 6.9053 -4.4660
H -2.7518 6.8965 -2.8720
C -2.9871 12.7246 -4.7903
O -3.4300 11.3884 -4.6662
C -2.5774 10.5301 -3.9331
C -2.7574 10.5855 -2.4120
C -2.1500 11.8211 -1.7559
N -4.1618 10.4660 -2.0170
H -1.8969 12.7768 -4.8723
H -3.3133 13.3428 -3.9500
H -3.4262 13.1306 -5.7013
H -2.8379 9.5189 -4.2539
H -1.5306 10.7073 -4.2176
H -2.2348 9.7102 -2.0127
H -2.7664 12.7059 -1.9167
H -2.0737 11.6730 -0.6791
H -1.1495 12.0251 -2.1428
H -4.5239 9.5794 -2.3589
H -4.6894 11.1727 -2.5220
*
```

Calculated values
- LUMO level (hartree) = 0.008